No. 1
{"formula": "C5H9NO", "method": "ωB97M-V/def2-TZVPD", "symbols": ["C", "C", "N", "C", "C", "C", "O", "H", "H", "H", "H", "H", "H", "H", "H", "H"], "positions_angstrom": [[-1.318, -0.004, 1.427], [-1.085, 0.212, 0.066], [-0.876, 1.329, -0.781], [0.052, 0.177, -0.852], [1.441, 0.402, -0.312], [2.092, -0.862, 0.193], [1.565, -1.948, 0.205], [-0.720, -0.742, 1.951], [-2.042, 0.593, 1.970], [-2.025, -0.643, 0.279], [-2.166, -0.602, -0.885], [-1.511, 1.340, -1.574], [-0.037, -0.489, -1.704], [1.411, 1.122, 0.515], [2.094, 0.848, -1.074], [3.127, -0.732, 0.576]], "e_homo_ha": -0.2820, "homo_lumo_gap_ev": 8.320, "lumo_energy_ev": 0.6, "total_energy_ev": -8861.8442}

No. 2
{"formula": "C22H13Br2N4OSSe4Sn", "method": "ωB97M-V/def2-TZVPD", "symbols": ["Sn", "Br", "C", "C", "C", "C", "C", "C", "N", "N", "C", "C", "C", "C", "O", "C", "N", "C", "C", "C", "C", "H", "H", "H", "H", "H", "H", "H", "H", "H", "Se", "Se", "Se", "Se", "S", "C", "N", "Br", "C", "C", "C", "C", "C", "C", "H", "H", "H", "H"], "positions_angstrom": [[2.388, -1.771, 1.271], [-3.647, 1.167, -4.935], [-2.936, 2.139, -3.491], [-1.557, 2.254, -3.357], [-1.056, 3.178, -2.494], [-1.909, 3.748, -1.507], [-3.308, 3.635, -1.707], [-3.821, 2.828, -2.709], [-1.442, 4.172, -0.261], [-0.156, 4.252, -0.136], [0.561, 3.284, 0.450], [1.998, 3.415, 0.353], [2.762, 2.292, 0.301], [2.141, 1.051, 0.417], [2.770, -0.079, 0.119], [0.750, 0.944, 0.768], [0.240, -0.295, 0.959], [-1.057, -0.473, 1.283], [-1.885, 0.609, 1.504], [-1.375, 1.886, 1.380], [-0.064, 2.084, 0.911], [-0.884, 1.672, -3.980], [0.021, 3.388, -2.421], [-3.937, 4.192, -1.037], [-4.883, 2.791, -2.911], [2.408, 4.395, 0.165], [3.846, 2.336, 0.137], [-1.395, -1.504, 1.394], [-2.923, 0.426, 1.684], [-2.006, 2.730, 1.612], [1.548, -0.931, 3.678], [3.478, -0.510, 4.949], [4.890, 0.276, 3.218], [5.211, -1.721, 2.118], [3.566, -2.905, -0.913], [3.696, -4.427, -0.335], [3.793, -5.492, 0.110], [-3.058, -5.527, -0.331], [-1.438, -4.587, 0.116], [-0.870, -4.786, 1.364], [0.320, -4.092, 1.610], [0.864, -3.241, 0.675], [0.294, -3.110, -0.581], [-0.866, -3.802, -0.881], [-1.332, -5.370, 2.112], [0.843, -4.292, 2.521], [0.798, -2.560, -1.366], [-1.382, -3.666, -1.826]], "e_homo_ha": [-0.1703, -0.1703], "homo_lumo_gap_ev": [4.825, 4.824], "lumo_energy_ev": [0.2, 0.2], "total_energy_ev": -449170.6520, "total_charge": -1}

No. 3
{"formula": "C2H6N3P3", "method": "ωB97M-V/def2-TZVPD", "symbols": ["H", "P", "N", "P", "C", "C", "N", "P", "N", "H", "H", "H", "H", "H"], "positions_angstrom": [[3.560, -0.402, -1.620], [3.126, 0.111, -0.509], [1.670, -0.492, -0.575], [0.706, -0.748, 0.867], [-0.136, 0.851, 1.197], [-0.860, 1.354, -0.018], [-1.748, 0.800, -0.768], [-2.188, -0.773, -0.481], [-0.761, -1.420, 0.297], [0.475, 1.564, 1.626], [-0.948, 0.459, 1.976], [-0.300, 2.237, -0.357], [-1.897, -1.153, -1.866], [-0.698, -2.389, 0.231]], "e_homo_ha": -0.3044, "homo_lumo_gap_ev": 7.415, "lumo_energy_ev": -0.9, "total_energy_ev": -34506.0772, "smiles": "[H]/P=N/P1CC=NPN1"}

No. 4
{"formula": "C3H6N2OS", "method": "ωB97M-V/def2-TZVPD", "symbols": ["H", "N", "C", "N", "O", "C", "C", "S", "H", "H", "H", "H", "H"], "positions_angstrom": [[-3.447, 0.512, 0.374], [-3.057, -0.392, 0.065], [-1.750, -0.274, -0.165], [-1.187, 0.959, -0.128], [0.300, 0.992, -0.146], [0.773, -0.269, 0.454], [2.163, -0.343, -0.162], [-0.601, -1.577, -0.168], [-1.470, 1.772, -0.760], [0.507, -0.135, 1.595], [2.240, -0.903, -1.254], [2.656, 0.672, -0.253], [2.871, -1.014, 0.549]], "e_homo_ha": -0.3275, "homo_lumo_gap_ev": 9.525, "lumo_energy_ev": 0.6, "total_energy_ev": -19067.5150, "smiles": "[H]/N=C1\\NO[C@H](C)S1"}

No. 5
{"formula": "C12H23BBr2FN2O4S", "method": "ωB97M-V/def2-TZVPD", "symbols": ["C", "C", "C", "C", "C", "C", "N", "C", "N", "B", "O", "O", "C", "C", "C", "S", "O", "O", "F", "H", "H", "H", "H", "H", "H", "H", "H", "H", "H", "H", "H", "H", "H", "H", "H", "H", "H", "H", "Br", "C", "C", "Br", "H", "H", "H", "H"], "positions_angstrom": [[-1.715, 1.416, -3.313], [-1.156, 0.218, -2.520], [-0.054, 0.691, -1.561], [1.366, 0.221, -1.956], [2.420, 1.331, -1.948], [2.781, 1.911, -0.566], [2.011, 1.349, 0.558], [2.120, 0.154, 1.111], [1.236, 0.018, 2.105], [1.104, -1.250, 2.919], [0.165, -1.225, 3.914], [1.894, -2.293, 2.633], [1.501, -3.041, 1.460], [0.531, 1.195, 2.214], [1.015, 2.015, 1.247], [0.373, 3.627, 0.997], [-0.931, 3.601, 1.544], [0.538, 4.005, -0.357], [1.279, 4.480, 1.894], [-0.887, 2.038, -3.648], [-2.330, 1.108, -4.150], [-2.294, 2.014, -2.615], [-1.987, -0.141, -1.916], [-0.831, -0.584, -3.177], [-0.041, 1.777, -1.497], [-0.278, 0.314, -0.559], [1.716, -0.636, -1.377], [1.312, -0.135, -2.983], [2.129, 2.119, -2.635], [3.336, 0.902, -2.349], [3.828, 1.745, -0.336], [2.621, 2.980, -0.561], [2.827, -0.560, 0.731], [-0.713, -1.244, 3.509], [0.656, -2.554, 0.959], [1.231, -4.057, 1.722], [2.338, -3.084, 0.766], [-0.243, 1.378, 2.934], [-1.536, -2.330, 0.104], [-3.052, -2.498, 1.329], [-4.240, -3.116, 0.643], [-5.116, -1.840, -0.529], [-3.262, -1.502, 1.708], [-2.702, -3.134, 2.141], [-4.989, -3.406, 1.376], [-3.973, -3.975, 0.036]], "e_homo_ha": -0.4665, "homo_lumo_gap_ev": 9.079, "lumo_energy_ev": -3.6, "total_energy_ev": -178297.0939, "total_charge": 1}

No. 6
{"formula": "C32H37AsN4O7PTl", "method": "ωB97M-V/def2-TZVPD", "symbols": ["Tl", "C", "O", "C", "C", "C", "C", "C", "C", "N", "N", "C", "O", "C", "C", "C", "C", "C", "C", "C", "O", "H", "H", "H", "H", "H", "H", "H", "H", "H", "H", "H", "H", "O", "C", "O", "C", "C", "N", "N", "C", "C", "O", "O", "H", "H", "H", "C", "P", "C", "C", "H", "H", "H", "H", "H", "H", "H", "H", "H", "C", "As", "C", "C", "C", "C", "C", "C", "C", "C", "H", "H", "H", "H", "H", "H", "H", "H", "H", "H", "H", "H", "H"], "positions_angstrom": [[0.257, -0.614, -0.442], [1.898, 2.843, -3.718], [2.435, 3.626, -2.662], [1.613, 3.943, -1.595], [1.716, 5.236, -1.141], [0.983, 5.680, -0.035], [0.158, 4.780, 0.603], [0.056, 3.441, 0.198], [-0.846, 2.611, 0.987], [-0.904, 1.335, 1.092], [-1.902, 0.944, 1.990], [-2.260, -0.320, 1.900], [-1.841, -1.217, 1.117], [-3.350, -0.719, 2.868], [-3.758, -2.048, 2.898], [-4.767, -2.461, 3.758], [-5.381, -1.546, 4.603], [-4.977, -0.215, 4.579], [-3.972, 0.196, 3.717], [0.780, 2.964, -0.945], [0.707, 1.766, -1.373], [2.741, 2.596, -4.365], [1.170, 3.426, -4.297], [1.418, 1.941, -3.347], [2.381, 5.910, -1.671], [1.060, 6.705, 0.306], [-0.421, 5.099, 1.465], [-1.563, 3.175, 1.596], [-3.265, -2.746, 2.233], [-5.075, -3.500, 3.770], [-6.169, -1.865, 5.276], [-5.453, 0.501, 5.240], [-3.648, 1.227, 3.677], [1.462, -4.449, 4.802], [1.371, -3.188, 5.120], [1.353, -2.802, 6.280], [1.281, -2.194, 4.011], [1.032, -0.864, 4.263], [0.977, -0.248, 3.077], [1.176, -1.075, 2.053], [1.327, -2.284, 2.581], [1.512, -3.473, 1.658], [1.583, -4.616, 2.211], [1.571, -3.258, 0.442], [1.472, -4.565, 3.756], [0.913, -0.351, 5.201], [0.727, 0.707, 2.871], [5.084, -1.837, -0.232], [3.691, -0.688, -0.626], [4.715, 0.778, -1.128], [3.308, -1.294, -2.324], [5.801, -1.893, -1.057], [4.678, -2.830, -0.033], [5.600, -1.488, 0.665], [5.444, 0.531, -1.907], [5.242, 1.168, -0.254], [4.046, 1.562, -1.493], [4.225, -1.425, -2.907], [2.658, -0.570, -2.818], [2.772, -2.242, -2.246], [-2.227, -2.734, -5.113], [-1.154, -2.095, -3.574], [-2.146, -0.414, -3.373], [-2.000, -3.243, -2.166], [-3.493, -3.281, -2.158], [-4.221, -2.362, -1.399], [-5.608, -2.374, -1.403], [-6.301, -3.301, -2.171], [-5.591, -4.232, -2.917], [-4.203, -4.222, -2.906], [-1.999, -3.779, -5.330], [-1.967, -2.136, -5.987], [-3.295, -2.635, -4.916], [-3.160, -0.594, -3.016], [-2.194, 0.077, -4.345], [-1.629, 0.246, -2.676], [-1.622, -2.876, -1.211], [-1.584, -4.237, -2.333], [-3.679, -1.668, -0.764], [-6.148, -1.660, -0.792], [-7.385, -3.307, -2.179], [-6.118, -4.973, -3.506], [-3.654, -4.965, -3.474]], "e_homo_ha": -0.0746, "homo_lumo_gap_ev": 6.219, "lumo_energy_ev": 4.2, "total_energy_ev": -128901.4129, "total_charge": -2}

No. 7
{"formula": "C3H6O2", "method": "ωB97M-V/def2-TZVPD", "symbols": ["O", "C", "C", "C", "O", "H", "H", "H", "H", "H", "H"], "positions_angstrom": [[2.611, 0.455, 0.119], [1.422, 0.545, -0.067], [0.454, -0.610, 0.015], [-0.975, -0.198, 0.380], [-1.759, 0.097, -0.761], [0.968, 1.534, -0.316], [0.401, -1.079, -0.976], [0.870, -1.352, 0.704], [-1.477, -1.029, 0.882], [-0.971, 0.650, 1.084], [-1.544, 0.986, -1.065]], "e_homo_ha": -0.3675, "homo_lumo_gap_ev": 10.809, "lumo_energy_ev": 0.8, "total_energy_ev": -7302.4518, "smiles": "O=CCCO"}